(1)
{"formula": "C40H51BrCsN9O2S3Sb", "method": "ωB97M-V/def2-TZVPD", "symbols": ["Cs", "Sb", "Br", "S", "S", "S", "O", "O", "N", "N", "N", "N", "N", "N", "N", "N", "N", "C", "C", "C", "C", "C", "C", "C", "C", "C", "C", "C", "C", "C", "C", "C", "C", "C", "C", "C", "C", "C", "C", "C", "C", "C", "C", "C", "C", "C", "C", "C", "C", "C", "C", "C", "C", "C", "C", "C", "C", "H", "H", "H", "H", "H", "H", "H", "H", "H", "H", "H", "H", "H", "H", "H", "H", "H", "H", "H", "H", "H", "H", "H", "H", "H", "H", "H", "H", "H", "H", "H", "H", "H", "H", "H", "H", "H", "H", "H", "H", "H", "H", "H", "H", "H", "H", "H", "H", "H", "H", "H"], "coordinates": [[1.216392, -0.065424, -0.301141], [4.706957, -0.867196, 2.197480], [-5.388336, 5.236137, 2.406854], [5.033369, 0.107205, 0.132559], [3.064057, 0.127850, 3.473598], [6.624766, -1.330119, 3.371167], [-1.071655, -0.231571, 2.553479], [-3.336677, -2.429701, 0.489612], [0.828979, 3.155715, -2.188048], [1.402610, -3.246460, -0.436437], [1.203773, 2.875319, 2.009507], [0.668824, -2.008182, -2.807390], [-1.155400, 0.007507, -3.365560], [3.362638, 3.142631, -0.115673], [-0.930163, -2.219418, 3.648227], [0.617096, -1.419074, -3.988705], [-2.632966, 2.145762, 0.238283], [-1.536580, 2.013913, -4.638326], [-2.580259, -3.356747, -1.527592], [1.666040, 3.049919, -3.209041], [1.377858, -3.953389, -1.576656], [-3.026559, -2.160379, 4.925151], [0.936237, -3.340531, -2.809158], [0.187599, 4.306427, -2.029324], [-1.847824, 1.104884, -3.639358], [2.110545, 4.004000, 1.841488], [4.398879, -3.955719, 1.577307], [-3.607256, -1.425308, -0.482501], [1.680415, -3.519386, 1.937448], [1.105131, -5.485994, -3.974450], [0.801994, -4.141781, -3.968093], [3.576706, -3.810145, 0.474231], [-3.819282, 4.227236, 0.236449], [-0.052348, -0.270782, -4.126533], [-0.701818, -0.852982, 3.526449], [0.320134, 0.605017, -5.193998], [3.451334, 3.532852, 1.283108], [-2.343289, -2.585935, 3.612367], [-2.666670, -0.737332, 5.398268], [-3.043804, 1.941532, 1.486599], [0.334871, 5.382029, -2.889547], [-3.017980, 3.266293, -0.362328], [1.204751, 5.272594, -3.971291], [2.189459, -3.564649, 0.622655], [2.509054, -3.698214, 3.032091], [1.893878, 4.077865, -4.116769], [1.386325, 6.420379, -4.926806], [1.720823, -5.335524, -1.646689], [-3.387820, -2.084548, -1.857150], [-0.187303, -0.218385, 4.792056], [-0.412297, 1.736761, -5.431786], [1.588267, -6.077582, -2.800500], [3.875672, -3.903489, 2.873217], [-4.247327, 3.981336, 1.528547], [-3.864909, 2.821849, 2.178598], [-2.237701, -3.166227, -0.051249], [-1.213511, -0.556435, 5.902320], [2.595796, 3.943857, -4.931023], [3.758041, 2.654571, 1.857899], [2.319936, 4.542298, 2.781408], [0.426906, -3.648094, -4.855775], [4.523714, -4.033127, 3.730831], [-0.471064, 4.368628, -1.168272], [1.662773, 2.142716, 2.545521], [-4.097483, 5.132009, -0.285175], [2.176411, 2.098371, -3.309929], [1.184112, 0.349135, -5.793705], [1.651818, 4.719815, 1.149436], [-2.819418, -1.423740, -2.510340], [3.513621, 3.928152, -0.734985], [0.811035, -0.588925, 5.027714], [5.465298, -4.096365, 1.434165], [-0.915261, -1.467938, 6.427930], [-0.102989, 0.857030, 4.639088], [1.858501, 7.267669, -4.425040], [0.972500, -6.082810, -4.871155], [-3.346010, -0.485226, 6.216897], [-1.311012, -2.591139, 0.045549], [-1.195564, 0.247877, 6.640520], [-2.670408, 3.396003, -1.382762], [-2.134939, 2.902766, -4.800587], [0.366371, 3.146797, 2.509616], [-0.447887, -2.622448, 4.440593], [0.622760, -3.334426, 2.062629], [-4.630105, -1.079133, -0.317411], [-2.736421, 1.251961, -3.022696], [-0.131756, 2.418569, -6.228689], [-4.340056, -2.328440, -2.332883], [-2.437347, -3.663731, 3.472034], [4.202318, 4.315164, 1.469606], [-1.679811, -3.444953, -2.133394], [-2.792990, -2.098117, 2.748567], [-2.744461, -2.864065, 5.717440], [-2.145100, -4.097865, 0.506916], [2.064212, -5.809577, -0.733863], [-2.918521, -0.581101, -0.353653], [3.989791, -3.822488, -0.526927], [4.057816, 2.433877, -0.317419], [-4.111081, -2.231504, 4.799137], [1.847957, -7.132729, -2.800147], [2.088259, -3.664119, 4.033035], [-0.216633, 6.302136, -2.729088], [-3.188300, -4.253988, -1.661627], [-2.864391, -0.023750, 4.592157], [-4.189006, 2.609662, 3.187468], [-2.690365, 1.029365, 1.951965], [2.011487, 6.129456, -5.770411], [0.421209, 6.757562, -5.308213]], "atomic_forces_ev_per_a": [[-0.15, -0.02, -0.08], [0.90, 1.20, 0.53], [0.14, -0.12, -0.09], [-0.31, -0.76, 0.60], [0.21, -0.62, -0.53], [-0.66, -0.13, -0.46], [0.04, 0.05, 0.05], [-0.09, 0.01, 0.08], [-0.06, -0.28, 0.14], [-0.39, 0.41, 0.61], [-0.03, 0.00, 0.01], [-0.65, 0.73, 0.67], [0.16, 0.21, 0.21], [0.08, -0.04, 0.00], [0.12, -0.02, -0.11], [0.70, -0.13, -0.61], [0.00, 0.07, -0.01], [-0.19, 0.20, 0.02], [0.03, 0.03, 0.09], [0.01, 0.01, 0.02], [0.20, -0.48, -0.45], [0.11, 0.07, -0.18], [0.29, -0.54, -0.39], [0.01, 0.09, -0.08], [0.15, -0.01, -0.02], [0.12, -0.02, 0.04], [0.01, 0.04, -0.21], [-0.01, -0.03, -0.12], [0.10, -0.03, 0.14], [0.17, -0.35, 0.17], [-0.11, 0.41, 0.22], [0.12, -0.01, 0.16], [-0.12, 0.15, 0.13], [-0.39, -0.45, 0.18], [0.04, -0.18, 0.01], [-0.13, 0.21, -0.11], [-0.12, 0.06, 0.05], [-0.16, 0.08, 0.20], [0.04, -0.13, 0.10], [0.05, -0.15, -0.07], [0.02, 0.03, -0.03], [0.09, -0.17, -0.09], [0.03, -0.03, 0.04], [-0.03, 0.06, -0.74], [-0.09, 0.02, -0.07], [-0.03, 0.11, 0.03], [0.03, -0.07, 0.04], [-0.10, 0.50, 0.29], [-0.04, 0.06, 0.05], [0.02, 0.06, 0.05], [0.07, -0.19, 0.03], [-0.09, -0.12, -0.43], [0.03, 0.00, 0.29], [-0.02, -0.05, 0.01], [-0.10, 0.24, 0.01], [0.04, -0.01, -0.13], [-0.10, 0.10, -0.11], [-0.03, -0.06, -0.02], [0.06, 0.01, -0.01], [-0.06, -0.01, -0.02], [0.04, 0.00, -0.01], [0.00, 0.09, -0.03], [0.01, 0.01, -0.02], [-0.03, -0.07, -0.04], [-0.01, -0.02, -0.03], [0.01, 0.01, -0.05], [0.02, -0.05, 0.03], [0.05, 0.02, -0.01], [0.00, -0.01, -0.02], [-0.05, 0.02, -0.02], [0.02, -0.04, 0.03], [-0.01, 0.00, 0.03], [0.02, 0.02, 0.03], [-0.02, -0.01, -0.07], [0.00, 0.01, -0.02], [0.01, 0.04, -0.01], [0.01, 0.03, -0.02], [0.06, -0.05, 0.06], [0.04, -0.02, 0.02], [-0.02, 0.04, 0.00], [-0.05, -0.05, 0.02], [-0.04, -0.04, -0.05], [-0.02, 0.05, 0.05], [-0.02, 0.03, 0.00], [0.02, 0.04, -0.01], [0.04, 0.08, 0.02], [0.04, -0.02, -0.01], [0.01, -0.01, 0.00], [0.00, 0.02, -0.09], [-0.01, -0.01, 0.00], [0.00, -0.01, -0.01], [0.03, -0.07, -0.03], [-0.04, 0.01, 0.04], [0.04, 0.03, 0.03], [0.02, -0.03, -0.01], [0.00, -0.03, 0.03], [0.00, -0.01, 0.01], [-0.02, -0.06, -0.04], [0.01, -0.06, 0.02], [-0.01, 0.01, 0.05], [0.02, 0.04, -0.01], [-0.03, -0.03, 0.05], [0.01, 0.00, 0.00], [-0.04, 0.04, 0.03], [0.02, -0.02, 0.01], [-0.02, 0.01, 0.02], [-0.01, 0.03, -0.02], [0.01, 0.01, -0.03]], "total_energy_ev": -169448.9192, "spin_multiplicity": 2, "homo_lumo_gap_ha": [0.111, 0.146], "molar_mass_da": 1120.68, "total_charge": -2, "e_above_lowest_ev": 1.377, "max_force_ev_per_a": 1.59}

=====

(2)
{"formula": "C33H44BiCl2N2OPSi", "method": "ωB97M-V/def2-TZVPD", "symbols": ["Bi", "Cl", "Cl", "P", "Si", "O", "N", "N", "C", "C", "C", "C", "C", "C", "C", "C", "C", "C", "C", "C", "C", "C", "C", "C", "C", "C", "C", "C", "C", "C", "C", "C", "C", "C", "C", "C", "C", "C", "C", "C", "C", "H", "H", "H", "H", "H", "H", "H", "H", "H", "H", "H", "H", "H", "H", "H", "H", "H", "H", "H", "H", "H", "H", "H", "H", "H", "H", "H", "H", "H", "H", "H", "H", "H", "H", "H", "H", "H", "H", "H", "H", "H", "H", "H", "H"], "coordinates": [[-0.638517, -0.833204, -0.988580], [-1.350927, 0.515461, -4.104980], [1.509707, 0.948246, -4.595466], [-0.347827, -2.462118, 1.185860], [-0.285701, 2.214386, 0.193870], [0.342224, 0.661992, -0.053268], [4.748617, -1.974227, -4.199099], [1.316618, -1.340201, -1.995819], [0.115722, 4.063938, 2.280255], [-2.867813, 2.176968, 1.457060], [-1.697931, -1.944821, 2.312474], [1.886918, 4.095414, -2.773513], [0.961450, 4.945784, -3.367133], [-0.622583, -4.208969, 0.652131], [-0.741345, 4.132569, -1.876343], [-2.979301, -1.693474, 1.513017], [2.437948, -2.454115, -3.781531], [1.233241, -2.374292, 2.105008], [2.451056, -0.660201, -1.718940], [-1.196731, -4.279635, -0.764516], [-4.913599, 1.545321, 0.354783], [1.494399, 3.268043, -1.732666], [0.629635, 4.514290, 3.486432], [2.433448, -2.678827, 1.211382], [-0.352081, 4.965604, -2.917875], [-4.237890, 1.954366, 1.497473], [1.327289, -2.206441, -3.034257], [1.200966, -3.297437, 3.327589], [-4.221572, 1.381678, -0.837873], [0.173797, 3.267554, -1.267556], [1.811687, 2.437000, 3.757037], [1.476820, 3.699329, 4.225865], [-1.291873, -0.723913, 3.138957], [3.639222, -1.769132, -3.487341], [-0.084291, 1.699097, -4.542043], [1.290051, 1.987613, 2.552230], [-2.854078, 1.627573, -0.877648], [-2.146117, 2.011441, 0.271634], [0.432035, 2.790146, 1.797430], [-1.471661, -5.018682, 1.635371], [3.607175, -0.848493, -2.416269], [-0.327798, 2.075915, -5.527765], [-0.506497, -0.953050, 3.857941], [1.882007, 4.052746, 5.164693], [2.385309, -3.155315, -4.602763], [-1.074369, -4.998472, 2.649025], [-3.238216, -2.523138, 0.851749], [-1.858771, -2.793874, 2.981909], [-4.782774, 2.107842, 2.420167], [1.291255, -1.333029, 2.435092], [-0.535272, 4.718155, 1.708608], [-1.768654, 4.166343, -1.531596], [-1.070418, 5.635728, -3.371531], [2.483432, 1.809534, 4.328771], [2.529232, -1.964491, 0.396021], [2.233366, 2.624745, -1.264879], [2.102079, -3.131886, 3.918712], [5.599324, -1.477691, -3.995861], [4.764176, -2.620836, -4.969340], [-0.080304, 2.479615, -3.789733], [1.196799, -4.346725, 3.028417], [0.375852, 5.501740, 3.848061], [0.385765, -4.633628, 0.631310], [-1.491121, -6.058878, 1.309408], [-1.332361, -5.320397, -1.059373], [-2.174743, -3.797024, -0.835755], [-3.815898, -1.549519, 2.196881], [3.344552, -2.627125, 1.807956], [0.392887, -2.702937, -3.269498], [-2.910009, -0.772714, 0.922717], [-0.521341, -3.830200, -1.498343], [-5.982060, 1.377311, 0.387995], [0.343853, -3.117502, 3.976443], [-0.948841, 0.100366, 2.511318], [-2.503063, -4.665035, 1.660601], [2.913028, 4.088088, -3.117175], [1.564049, 1.004117, 2.184590], [-2.354253, 2.496365, 2.357098], [-2.159196, -0.369783, 3.697227], [-2.345713, 1.576192, -1.837626], [2.387493, 0.055014, -0.909144], [4.487208, -0.278425, -2.151448], [-4.750289, 1.099460, -1.739463], [2.384348, -3.683858, 0.787818], [1.267756, 5.600626, -4.172377]], "atomic_forces_ev_per_a": [[-0.07, -0.01, 0.05], [0.08, -0.02, 0.00], [-0.02, 0.02, -0.04], [0.05, -0.02, -0.02], [-0.05, -0.01, 0.04], [-0.01, 0.00, -0.01], [0.01, 0.00, -0.01], [-0.01, 0.02, -0.04], [0.00, 0.01, 0.00], [0.04, -0.04, 0.04], [0.00, 0.00, 0.00], [0.00, 0.01, 0.01], [0.01, 0.00, 0.00], [0.00, 0.00, 0.00], [-0.01, 0.01, 0.01], [0.00, 0.00, 0.01], [0.01, -0.01, 0.01], [0.00, -0.01, 0.00], [0.01, -0.01, 0.00], [0.00, 0.00, 0.00], [0.00, -0.01, 0.01], [-0.02, 0.00, 0.00], [0.00, 0.00, 0.00], [0.01, 0.01, 0.00], [0.00, 0.02, 0.01], [-0.01, -0.02, 0.01], [0.01, -0.01, 0.00], [0.00, 0.00, 0.00], [0.01, 0.00, 0.00], [0.02, 0.00, -0.01], [0.00, 0.00, 0.00], [0.00, 0.00, 0.00], [-0.04, 0.03, -0.01], [-0.01, 0.00, 0.01], [0.03, 0.01, -0.04], [0.00, 0.00, 0.00], [-0.01, -0.01, 0.00], [0.01, 0.00, 0.00], [0.01, 0.00, -0.01], [0.00, 0.00, 0.00], [0.00, -0.02, 0.01], [-0.01, 0.00, 0.00], [0.00, 0.01, 0.00], [0.00, 0.00, 0.00], [0.00, 0.00, 0.00], [0.00, 0.00, 0.00], [0.00, 0.01, 0.00], [-0.01, 0.01, 0.00], [0.00, 0.00, 0.00], [0.00, 0.01, 0.00], [0.00, 0.00, 0.00], [0.00, 0.00, 0.00], [0.00, 0.00, 0.00], [0.00, 0.00, 0.00], [0.00, -0.02, 0.02], [0.00, 0.00, 0.00], [0.00, 0.00, 0.00], [0.00, 0.00, 0.00], [0.00, 0.00, 0.00], [-0.01, -0.03, -0.02], [0.00, 0.00, 0.00], [0.00, 0.00, 0.00], [0.00, 0.00, 0.00], [0.00, 0.00, 0.00], [0.00, 0.00, 0.00], [0.00, 0.00, 0.00], [0.00, 0.00, 0.00], [0.00, 0.00, 0.00], [0.00, 0.01, 0.00], [0.00, 0.04, -0.02], [0.00, 0.00, 0.00], [0.00, 0.00, 0.00], [0.00, 0.00, 0.00], [0.00, 0.03, -0.02], [0.00, 0.00, 0.00], [0.00, 0.00, 0.00], [0.00, 0.00, 0.00], [0.00, -0.01, 0.01], [0.00, 0.00, 0.01], [-0.01, 0.01, 0.03], [-0.01, 0.00, -0.01], [0.00, 0.00, 0.00], [0.00, 0.00, 0.00], [0.00, 0.00, 0.01], [0.00, 0.00, 0.00]], "total_energy_ev": -88004.3876, "homo_lumo_gap_ha": 0.289, "molar_mass_da": 823.67, "total_charge": 2, "e_above_lowest_ev": 0.000, "max_force_ev_per_a": 0.08}

=====

(3)
{"formula": "BH22O9", "method": "ωB97M-V/def2-TZVPD", "symbols": ["O", "O", "O", "O", "O", "O", "O", "O", "O", "B", "H", "H", "H", "H", "H", "H", "H", "H", "H", "H", "H", "H", "H", "H", "H", "H", "H", "H", "H", "H", "H", "H"], "coordinates": [[1.712349, -2.792877, 0.798109], [0.260005, 2.501426, 2.185957], [3.188425, 0.521008, 1.751708], [-2.249817, -1.391702, 1.458401], [-0.907302, -1.046784, -2.279577], [-2.091805, 2.166907, -0.077368], [2.647015, -0.287077, -1.769063], [-0.566571, 2.918846, -2.325853], [-1.652584, -3.067168, -0.583295], [0.285373, 0.199906, 0.181241], [-2.225691, -2.813208, 0.154351], [2.215583, -0.644948, -2.550670], [2.278507, 0.571522, 1.415036], [-1.751178, -2.345843, -1.235596], [-1.400354, -0.948821, 1.247320], [-1.162895, 2.799954, -1.563960], [0.081769, 1.853923, 1.467436], [0.237412, 2.454344, -2.075733], [-0.823786, 0.020823, 0.377666], [0.395364, 1.057677, -0.567882], [0.788851, -3.058882, 0.711043], [3.686496, 1.121032, 1.188533], [0.987098, 2.113435, 2.681495], [-0.498881, -0.825988, -1.420351], [0.743653, 0.488086, 1.182604], [1.919411, -0.152460, -1.132098], [0.810143, -0.747563, -0.177028], [-1.634717, 1.316363, 0.094960], [-1.732011, -0.548403, -2.290687], [-2.208586, -1.566902, 2.404016], [-3.025304, 1.966101, 0.038171], [1.694026, -1.832726, 0.711113]], "atomic_forces_ev_per_a": [[0.02, -0.32, 0.28], [-0.36, 0.10, -0.18], [0.01, 0.15, 0.13], [-0.05, 0.11, 0.58], [-0.27, -0.02, 0.00], [-0.19, -0.37, 0.11], [0.08, 0.19, 0.01], [-0.15, 0.18, -0.08], [-0.39, -0.18, -0.19], [0.36, 0.20, 0.08], [0.28, 0.10, -0.06], [-0.08, -0.01, 0.06], [0.24, -0.08, -0.03], [0.38, -0.54, 0.21], [-0.42, -0.32, 0.05], [0.21, -0.05, -0.17], [0.29, 0.78, 0.78], [-0.04, -0.06, 0.04], [-1.55, -0.32, -0.01], [0.22, 1.21, -1.03], [0.00, 0.10, -0.20], [-0.02, -0.06, -0.06], [0.04, -0.08, -0.09], [0.00, 0.01, -0.37], [0.65, 0.03, 1.44], [0.39, -0.08, -0.48], [0.27, -1.38, -0.61], [-0.14, 0.50, -0.14], [0.20, 0.29, -0.12], [-0.05, 0.02, -0.02], [0.00, 0.08, 0.02], [0.07, -0.18, 0.02]], "total_energy_ev": -19462.1121, "homo_lumo_gap_ha": 0.388, "molar_mass_da": 176.98, "total_charge": -1, "e_above_lowest_ev": 0.616, "max_force_ev_per_a": 1.60}